# 1
The following is a quantum chemistry calculation of the molecule C5H7P, from OMol25.

```
13
C5H7P, DFT wB97M-V/def2-TZVPD
C 2.862 -0.432 -1.299
C 2.237 -0.713 -0.327
C -0.376 -0.182 0.570
C -1.448 0.358 1.448
C -0.551 0.078 -0.891
P 1.021 -0.675 1.438
H 3.063 -0.446 -2.325
H -1.316 0.080 2.512
H -1.420 1.528 1.502
H -2.347 0.060 1.060
H -0.162 1.141 -1.105
H -1.685 -0.090 -1.110
H 0.122 -0.710 -1.475
```

Computed properties:
* <S²>: 2.009
* E_LUMO (spin up / spin down): 0.78 / -2.45 eV
* orbital gap (spin up / spin down): 7.33 / 7.65 eV
* 2S+1: 3

=====

# 2
The following is a quantum chemistry calculation of the molecule C5H8, from OMol25.

```
13
C5H8, DFT wB97M-V/def2-TZVPD
C -1.124 -0.742 0.415
C 0.204 -0.288 1.078
C 1.512 1.165 -0.625
C 0.606 0.275 -0.248
C -0.575 -0.327 -0.971
H -1.988 -0.138 0.701
H -1.355 -1.797 0.551
H 0.103 0.504 1.836
H 0.869 -1.057 1.454
H 2.323 1.430 0.045
H 0.827 1.884 -1.044
H -1.206 0.269 -1.641
H -0.195 -1.179 -1.551
```

Computed properties:
* E_LUMO: 1.18 eV
* orbital gap: 9.82 eV
* structure (SMILES): C=C1CCC1

=====

# 3
The following is a quantum chemistry calculation of the molecule C5H8, from OMol25.

```
13
C5H8, DFT wB97M-V/def2-TZVPD
C 0.677 -1.047 1.123
C -1.799 0.533 -0.270
C -0.743 0.819 -1.035
C 0.697 0.692 -0.750
C 1.295 -0.181 0.070
H 0.943 -2.103 1.009
H -0.407 -0.973 1.167
H -2.797 0.526 -0.698
H -1.728 0.289 0.784
H -0.947 1.126 -2.061
H 1.346 1.293 -1.388
H 2.379 -0.266 -0.001
H 1.069 -0.713 2.091
```

Computed properties:
* E_LUMO: 1.16 eV
* orbital gap: 9.89 eV
* structure (SMILES): C=C/C=C\C

=====

ΔE to the lowest compared entry with this formula, charge and spin (kJ/mol)
322.5, 213.4, 85.8
Maximum force (eV/A)
6.10, 2.45, 0.24